## i
The following is a DFT calculation (ωB97M-V/def2-TZVPD) of a cluster of 2 separate species, C3H12NOS in total.

```
! RIJCOSX wB97M-V def2-TZVPD def2/J DEFGRID3
* xyz 1 1
C 0.05050 -0.47639 0.82345
C -0.82664 0.05931 -0.30694
C -0.15295 0.95925 -1.30091
S 0.41939 2.49709 -0.45744
N -0.14529 0.39697 2.05343
H -0.31458 -1.45028 1.11724
H 1.10949 -0.35174 0.61004
H -1.66452 0.59438 0.18296
H -1.51680 -0.65275 -0.78507
H -0.82786 1.20539 -2.09911
H 0.67444 0.56972 -1.89282
H 1.71531 2.28634 -0.72234
H 0.33411 1.27990 1.93898
H -1.13269 0.54382 2.24609
H 0.07922 -0.06769 2.93961
H 0.45330 -2.33413 -0.72010
H 1.28873 -2.38908 -2.01041
O 0.45682 -2.67011 -1.61664
*
```

Calculated values
* highest occupied orbital energy: -13.5 eV
* LUMO energy: -3.662 eV


## ii
The following is a DFT calculation (ωB97M-V/def2-TZVPD) of a cluster of 2 separate species, C3H12NOS in total.

```
! RIJCOSX wB97M-V def2-TZVPD def2/J DEFGRID3
* xyz 1 1
C 0.42012 -0.17747 -0.19485
C -0.93583 -0.35400 0.48970
C -1.95185 -0.99945 -0.47057
S -3.63696 -0.40085 -0.24222
N 1.65778 -0.42186 0.69668
H 0.55324 0.86693 -0.47794
H 0.55119 -0.82591 -1.04983
H -0.76065 -1.05623 1.31404
H -1.33574 0.56443 0.91890
H -1.70235 -0.76645 -1.50430
H -1.92102 -2.07197 -0.31486
H -4.05422 -1.25892 0.69537
H 1.38231 -0.37534 1.67979
H 2.27737 0.38584 0.57221
H 2.10173 -1.31951 0.49724
H 2.74557 2.48119 -1.55638
H 2.31688 3.31470 -0.35407
O 2.29244 2.41486 -0.69890
*
```

Calculated values
* highest occupied orbital energy: -12.2 eV
* LUMO energy: -3.475 eV


Energetically preferred structure: ii | next structure: +0.0212 hartree


## i
The following is a DFT calculation (ωB97M-V/def2-TZVPD) of a structure of composition C3H4O2S.

```
! RIJCOSX wB97M-V def2-TZVPD def2/J DEFGRID3
* xyz 0 1
C 0.34572 0.01322 0.28628
C -0.54961 -1.17328 -0.12266
C -0.55002 1.13065 -0.09656
H 1.96908 1.03513 -0.34366
H 0.55390 0.17753 1.34273
H -0.44651 -1.47467 -1.21041
H -0.43666 -2.08108 0.59638
O 1.67931 0.00931 -0.26123
O -0.57930 2.32353 -0.09152
S -1.98591 0.03966 -0.09935
*
```

Calculated values
* highest occupied orbital energy: -9.8 eV
* LUMO energy: 0.257 eV


## ii
The following is a DFT calculation (ωB97M-V/def2-TZVPD) of the molecule C3H4O2S.

```
! RIJCOSX wB97M-V def2-TZVPD def2/J DEFGRID3
* xyz 0 1
C -0.69071 -2.20563 -0.03266
C 0.42740 0.18042 0.14821
C 0.16415 1.64991 0.27287
H 0.12200 -2.53207 -0.65979
H -1.60508 -2.75479 -0.13796
H -0.29826 -2.31525 1.00901
H -0.77492 2.04655 0.53633
O 1.50025 -0.40095 0.29018
O 1.09064 2.40888 0.18935
S -1.09849 -0.51601 -0.43215
*
```

Calculated values
* SMILES string: CSC(=O)C=O
* highest occupied orbital energy: -10.0 eV
* LUMO energy: -0.851 eV


## iii
The following is a DFT calculation (ωB97M-V/def2-TZVPD) of the molecule C3H4O2S.

```
! RIJCOSX wB97M-V def2-TZVPD def2/J DEFGRID3
* xyz 0 1
S -1.77743 -1.93508 -1.64905
O 0.47140 -0.56221 -1.13261
O -1.26370 -0.30822 0.36546
C -0.84234 -0.86733 -0.80302
C 1.00492 0.22335 -0.06439
C -0.25056 0.60677 0.77134
H 1.73399 -0.38638 0.55902
H 1.55432 1.08713 -0.44817
H -0.09593 0.48472 1.82514
H -0.53466 1.65725 0.57628
*
```

Calculated values
* SMILES string: S=C1OCCO1
* highest occupied orbital energy: -8.8 eV
* LUMO energy: 0.642 eV


## iv
The following is a DFT calculation (ωB97M-V/def2-TZVPD) of a cluster of 2 separate species, C3H4O2S in total.

```
! RIJCOSX wB97M-V def2-TZVPD def2/J DEFGRID3
* xyz 0 1
C 0.30593 -1.74430 2.09242
C 0.76701 0.35462 -0.83587
C -0.22069 0.98361 -1.40598
O -0.13535 -2.59928 1.50167
O 0.54519 -0.76752 2.63328
S -1.80673 1.27445 -0.78564
H 1.74979 0.60315 -1.28091
H 0.75128 -0.02263 0.17719
H -1.83775 0.59095 0.34832
H -0.11869 1.32695 -2.44448
*
```

Calculated values
* SMILES string: O=C=O.C=CS
* highest occupied orbital energy: -8.8 eV
* LUMO energy: 0.419 eV


Energetically preferred structure: iv | next structure: +0.0114 hartree